{
  "formula": "C4H9NO2",
  "method": "ωB97M-V/def2-TZVPD",
  "elements": ["C", "C", "C", "O", "N", "C", "O", "H", "H", "H", "H", "H", "H", "H", "H", "H"],
  "xyz": [[-0.150982, 0.061583, -0.328387], [0.812919, -0.726694, -1.186858], [0.046652, -1.542301, -2.229948], [0.475949, -2.185323, -3.147034], [0.566168, 0.798399, 0.755577], [-0.211672, 1.504097, 1.728444], [-1.169382, 0.656816, 2.421307], [-0.675770, 0.832519, -0.916412], [-0.742527, -0.741128, 0.164401], [1.316635, -1.554988, -0.617008], [1.748565, -0.315764, -1.549043], [-0.990429, -1.707160, -1.902478], [1.262649, 0.227536, 1.219841], [0.232520, 1.966138, 2.611480], [-0.623026, 2.326676, 1.127271], [-1.898272, 0.399596, 1.848844]],
  "forces_ev_per_a": [[1.21, 0.43, 1.79], [0.97, -1.67, -0.44], [0.28, -0.54, 0.99], [0.35, 0.54, -0.20], [1.20, -0.16, 0.16], [-1.47, -0.37, -0.51], [-0.06, 0.45, -0.30], [-0.31, -0.63, 0.24], [-0.65, 0.80, -0.63], [-0.87, 0.35, 0.19], [-0.33, 1.08, -0.54], [-0.54, 0.22, -0.23], [-0.12, -0.29, -0.24], [1.16, -0.23, -0.65], [-0.89, -0.10, 0.49], [0.06, 0.11, -0.13]],
  "smiles": "O=CCCNCO",
  "homo_lumo_gap_ev": 10.17,
  "e_lumo_ev": 0.73,
  "homo_ev": -9.44
}



{
  "formula": "C26H56O7",
  "method": "ωB97M-V/def2-TZVPD",
  "elements": ["C", "C", "C", "O", "C", "H", "H", "H", "H", "H", "H", "H", "H", "C", "C", "C", "O", "C", "H", "H", "H", "H", "H", "H", "H", "H", "C", "C", "C", "O", "C", "H", "H", "H", "H", "H", "H", "H", "H", "C", "C", "C", "O", "C", "H", "H", "H", "H", "H", "H", "H", "H", "C", "C", "C", "O", "C", "H", "H", "H", "H", "H", "H", "H", "H", "C", "C", "C", "O", "H", "H", "H", "H", "H", "H", "H", "H", "C", "C", "C", "O", "H", "H", "H", "H", "H", "H", "H", "H"],
  "xyz": [[-7.773900, -4.888924, 0.223945], [-8.327390, -5.364174, -1.063085], [-7.788690, -6.823614, -1.069935], [-6.841070, -6.991794, -0.022575], [-6.505790, -5.671674, 0.336035], [-8.518640, -5.185844, 0.962395], [-7.384710, -3.870804, 0.215745], [-7.875740, -4.860094, -1.917495], [-9.412160, -5.259094, -1.045295], [-7.308910, -6.845554, -2.048425], [-8.626370, -7.521044, -1.070705], [-5.731480, -5.371624, -0.370015], [-6.101440, -5.693434, 1.348035], [5.108000, 3.374226, -3.271515], [3.711670, 3.947436, -3.270315], [3.104640, 3.072946, -4.255455], [3.513350, 1.835516, -3.725655], [4.835510, 1.871366, -3.209875], [5.581170, 3.556046, -2.306555], [5.632510, 3.771406, -4.140565], [3.762730, 4.970326, -3.643375], [3.119540, 4.033286, -2.359205], [3.532790, 3.241626, -5.243555], [2.032670, 3.145706, -4.438975], [5.552230, 1.269216, -3.768295], [4.785140, 1.435696, -2.211995], [0.460570, 4.837706, 4.399995], [0.201890, 3.805086, 5.399205], [0.150170, 4.615466, 6.723125], [1.006310, 5.698726, 6.500995], [1.127530, 6.051416, 5.118095], [-0.528840, 5.088826, 4.017765], [1.056790, 4.425246, 3.586045], [0.975370, 3.038346, 5.443355], [-0.764710, 3.309456, 5.308945], [0.451070, 3.919146, 7.505875], [-0.865790, 4.935196, 6.954885], [2.183380, 6.141066, 4.862685], [0.603110, 6.939256, 4.764785], [2.373510, -6.798304, -7.744955], [2.394650, -6.001684, -6.405955], [2.808280, -7.060174, -5.404795], [3.590090, -7.923184, -6.282735], [2.869810, -8.106154, -7.479835], [3.076010, -6.236774, -8.360795], [1.402890, -6.903404, -8.229675], [1.458700, -5.622024, -5.996125], [3.089830, -5.163654, -6.456245], [1.915080, -7.516824, -4.978465], [3.453790, -6.853574, -4.551135], [2.137710, -8.908514, -7.388495], [3.514070, -8.443704, -8.291675], [6.879270, 2.372416, 5.865065], [7.138500, 0.886296, 5.924225], [6.625230, 0.442626, 4.559585], [7.016830, 1.482996, 3.669525], [7.281320, 2.672726, 4.407825], [7.436260, 2.894826, 6.642855], [5.813980, 2.508106, 6.051725], [6.642770, 0.423176, 6.777375], [8.195200, 0.658806, 6.064755], [5.546030, 0.303546, 4.623415], [6.970890, -0.524854, 4.195465], [6.666780, 3.524706, 4.117005], [8.325190, 2.929446, 4.227445], [-6.423090, 3.628416, -1.064745], [-6.136740, 4.590196, 0.023885], [-6.693190, 4.006926, 1.335175], [-4.753930, 4.896616, 0.002525], [-6.071150, 2.659156, -0.711495], [-5.946170, 3.947776, -1.991375], [-7.511880, 3.577196, -1.062705], [-6.643550, 5.530896, -0.191325], [-7.732380, 3.678046, 1.339935], [-6.537910, 4.568246, 2.256535], [-5.966920, 3.245616, 1.619865], [-4.446980, 5.276756, 0.828895], [0.130450, -0.609584, 0.446915], [-1.219710, -0.174704, -0.010745], [-1.620630, -0.947944, -1.299055], [-2.151580, -0.461024, 1.027045], [0.279130, -1.689034, 0.419065], [0.271890, -0.344214, 1.494615], [0.960210, -0.160454, -0.098865], [-1.143610, 0.895886, -0.200875], [-0.911660, -0.785624, -2.110915], [-2.554970, -0.452744, -1.563395], [-1.852860, -1.988224, -1.071025], [-2.077920, 0.092956, 1.807615]],
  "forces_ev_per_a": [[1.07, 0.89, 0.28], [-0.01, -0.36, -0.40], [-0.62, 0.41, -1.40], [-1.19, -0.55, -0.37], [0.59, -0.99, 0.93], [0.50, 0.57, 0.67], [-1.08, 0.51, 0.37], [-0.36, 0.25, 0.01], [0.06, -0.19, -0.47], [0.35, -0.87, -0.03], [0.42, -0.43, 0.45], [0.11, 0.73, 0.00], [0.16, 0.04, -0.04], [0.42, -0.27, 2.61], [0.13, 3.10, -0.21], [-0.27, -0.80, -0.89], [-1.32, -2.72, -0.88], [-0.58, 0.73, -0.91], [0.68, 0.81, -0.37], [0.30, -0.41, 0.22], [0.00, 0.29, -0.01], [0.43, -0.60, 0.31], [0.34, 0.00, -0.31], [-0.12, -0.44, 0.65], [-0.15, -0.06, -0.42], [0.14, 0.35, 0.21], [-0.02, 0.80, -1.72], [-0.49, -0.91, 2.28], [-0.20, -1.16, -1.20], [0.68, 1.24, 0.62], [-0.62, -2.03, -0.44], [0.20, 0.55, -0.41], [-0.02, 0.34, -0.19], [0.07, 0.04, 0.13], [0.09, -0.18, -0.40], [0.50, 0.66, 0.44], [-0.18, 0.22, -0.08], [0.02, 0.04, 0.19], [-0.04, 0.37, 0.77], [-1.71, 3.43, -0.81], [-0.70, 0.26, 1.07], [1.18, -0.78, -1.28], [0.52, -1.29, 1.59], [1.43, -2.20, 0.77], [-0.31, -0.22, -0.50], [-0.10, 0.73, -0.09], [-0.33, 0.31, -0.76], [0.04, -0.16, -0.03], [-0.12, -0.64, -0.24], [0.10, 0.54, -0.31], [-0.50, 0.09, 0.32], [0.49, -0.08, 0.29], [0.76, -0.46, 0.06], [0.15, -0.80, 0.43], [0.01, -0.28, 0.49], [-0.42, -0.08, -0.14], [-0.58, 0.44, 0.68], [0.02, 0.26, -0.24], [-0.04, 0.40, -0.28], [-0.26, -0.16, -0.16], [0.17, 0.11, -0.28], [-0.40, 0.46, -0.20], [0.53, 0.17, -0.04], [-0.06, -0.11, -0.75], [0.11, 0.07, 0.42], [-0.16, -0.42, 0.34], [-0.78, 1.33, 0.88], [1.72, 0.07, 0.92], [0.54, -0.56, 0.26], [0.22, -0.20, -0.48], [-0.35, -0.25, -0.08], [-0.03, -0.14, -0.82], [-0.34, 0.18, -0.04], [0.25, -0.16, -0.37], [-0.38, 1.18, -0.28], [-0.44, -1.11, -0.44], [-0.24, 0.07, 0.12], [1.36, -0.37, 0.75], [0.72, -0.69, -0.21], [-1.05, 1.55, 1.18], [-0.99, -0.49, -0.58], [-0.23, -0.13, -0.16], [0.06, 0.21, 0.11], [-0.09, 0.08, -0.23], [-0.46, 0.18, -0.20], [0.09, -0.27, 0.21], [-0.21, -0.32, -0.52], [0.38, 0.00, -0.10], [0.43, 0.24, -0.27]],
  "smiles": "C1CCOC1.C1CCOC1.C1CCOC1.C1CCOC1.C1CCOC1.CC(C)O.CC(C)O",
  "homo_lumo_gap_ev": 9.69,
  "e_lumo_ev": 0.18,
  "homo_ev": -9.50
}



{
  "formula": "C29H54Br6F7N2O9Ti",
  "method": "ωB97M-V/def2-TZVPD",
  "elements": ["Ti", "C", "O", "O", "C", "F", "F", "F", "C", "C", "H", "H", "H", "H", "H", "H", "C", "O", "O", "C", "F", "F", "F", "C", "C", "H", "H", "H", "H", "H", "H", "F", "Br", "C", "C", "Br", "H", "H", "H", "H", "Br", "C", "C", "Br", "H", "H", "H", "H", "Br", "C", "C", "Br", "H", "H", "H", "H", "C", "O", "H", "H", "H", "H", "C", "O", "H", "H", "H", "H", "C", "O", "H", "H", "H", "H", "C", "O", "H", "H", "H", "H", "C", "O", "H", "H", "H", "H", "N", "C", "C", "C", "C", "C", "H", "H", "H", "H", "H", "N", "C", "C", "C", "C", "C", "H", "H", "H", "H", "H"],
  "xyz": [[-3.504578, 0.439190, -2.983125], [-1.313338, 1.306372, -2.114861], [-2.331877, 2.155583, -2.551026], [-1.899274, -0.001726, -2.136769], [-0.161191, 1.365581, -3.187709], [0.238131, 2.596977, -3.379858], [0.877311, 0.609734, -2.976712], [-0.788094, 0.957471, -4.359354], [-2.617084, 3.370408, -1.667644], [-1.646968, 3.602587, -0.535558], [-1.832465, 4.561216, 0.012788], [-1.521901, 2.822681, 0.239582], [-0.643718, 3.818758, -0.894172], [-3.540205, 3.201220, -1.144863], [-2.598864, 4.130858, -2.444483], [-0.899426, 1.653874, -1.116468], [-5.458958, 0.506530, -1.501651], [-4.722360, -0.668881, -1.902326], [-4.872607, 1.503116, -2.274980], [-6.962519, 0.316406, -1.931498], [-6.994513, -0.173926, -3.157232], [-7.585294, -0.510019, -1.016232], [-7.609180, 1.453785, -1.768706], [-4.204154, -1.475617, -0.705219], [-5.266234, -2.350153, -0.160782], [-5.604335, -2.980843, -0.914600], [-4.847848, -3.059618, 0.580132], [-6.014124, -1.803952, 0.391454], [-3.798015, -0.714210, -0.026169], [-3.367646, -2.092456, -1.162277], [-5.332234, 0.777060, -0.416398], [-3.574263, 0.926988, -4.735127], [-0.723620, -0.428781, 1.626552], [-1.414851, -1.564934, 2.970951], [-2.322976, -0.815274, 3.920748], [-4.038484, -0.401105, 3.176478], [-0.545836, -1.909751, 3.533209], [-1.888442, -2.375544, 2.563766], [-1.816171, 0.181437, 4.058611], [-2.595440, -1.232819, 4.911406], [3.062904, -2.980019, -1.873076], [3.843539, -1.194846, -2.432752], [5.319502, -1.452235, -2.898842], [6.278562, 0.245605, -3.179384], [3.928608, -0.650857, -1.474962], [3.346252, -0.701079, -3.207770], [5.419097, -1.910599, -3.903102], [5.816005, -2.080712, -2.144901], [3.447456, -0.683324, 4.446069], [4.013759, -0.552494, 2.419757], [4.968249, -1.683656, 2.236487], [5.881162, -1.520985, 0.546022], [4.446410, 0.415464, 2.396171], [3.206309, -0.780473, 1.752707], [4.448294, -2.628524, 2.277549], [5.719105, -1.683997, 3.047409], [5.145255, -5.423831, 0.288989], [5.895079, -5.206941, 1.500349], [5.828880, -5.280362, -0.544257], [4.716669, -6.422703, 0.279885], [4.259134, -4.707035, 0.310683], [6.798886, -5.462620, 1.370120], [1.689479, 7.626984, 2.234256], [1.994299, 6.352739, 2.681272], [0.547716, 7.766168, 2.168124], [2.195753, 8.411532, 2.800618], [1.974072, 7.730686, 1.197970], [1.525555, 6.247643, 3.500888], [2.469347, 1.252784, -5.638260], [3.347565, 0.415890, -4.937017], [2.743643, 1.239686, -6.640406], [1.491071, 0.821059, -5.540199], [2.346787, 2.229028, -5.251225], [4.052236, 0.989821, -4.625917], [-4.589091, 3.370570, 3.596880], [-3.383175, 2.855567, 3.127101], [-5.217039, 2.457140, 3.738725], [-4.573485, 3.777705, 4.626099], [-4.951996, 4.128446, 2.883739], [-2.727496, 3.571219, 3.123412], [-3.292719, -2.416115, -4.935829], [-2.922395, -1.565460, -3.808199], [-2.364389, -3.060432, -5.078326], [-4.183492, -2.949287, -4.658510], [-3.630713, -1.907857, -5.807700], [-2.031475, -1.233149, -3.942648], [0.174593, -4.446551, 0.561317], [0.916809, -4.170355, 1.657814], [0.767986, -4.861870, 2.877740], [-0.242475, -5.846350, 2.981711], [-1.004063, -6.108090, 1.804628], [-0.707829, -5.450826, 0.691736], [1.635456, -3.363380, 1.572851], [1.358459, -4.532506, 3.771141], [-0.372757, -6.473661, 3.906298], [-1.678217, -6.936519, 1.871482], [-1.196477, -5.706715, -0.225906], [4.837705, 3.950446, 2.294447], [4.266535, 3.766051, 3.547471], [3.098692, 3.049901, 3.761860], [2.445704, 2.540739, 2.652156], [2.996326, 2.669912, 1.434894], [4.147409, 3.404992, 1.270015], [4.883442, 4.106061, 4.348884], [2.645696, 3.002372, 4.708980], [1.439079, 2.148732, 2.760960], [2.571235, 2.158551, 0.586390], [4.461199, 3.634646, 0.315289]],
  "forces_ev_per_a": [[0.42, 0.91, -2.78], [1.78, -1.13, 0.87], [-0.08, 0.64, 1.07], [0.45, 1.99, 0.19], [-2.31, -0.48, -0.80], [0.26, 1.00, 0.08], [0.27, -0.63, 0.45], [0.74, 0.02, 0.52], [0.35, -0.41, 0.12], [1.65, 0.98, 0.51], [-0.65, -0.80, -0.56], [-0.65, 0.26, -0.42], [0.32, -0.21, -0.28], [-0.92, -0.07, -0.80], [-0.37, 0.30, 0.54], [-0.54, -1.05, -1.18], [-0.79, 1.06, -0.08], [-0.44, -0.73, 1.81], [0.12, -0.84, 0.15], [0.71, -0.36, 2.68], [-0.65, 0.18, 0.14], [0.71, -0.17, -1.33], [0.02, 0.56, -1.06], [1.76, -0.44, -1.09], [0.88, 0.13, 1.95], [-1.22, -0.87, -1.40], [0.26, 0.55, -0.24], [-0.54, 0.07, -0.23], [-0.04, -0.40, -0.05], [-0.93, 0.96, 0.58], [-0.39, -0.80, -0.80], [-0.06, -0.60, 1.61], [0.20, 0.45, -0.88], [0.70, 0.86, 2.45], [0.80, 1.85, 0.67], [-0.65, -0.03, -0.54], [-0.04, -0.03, -0.05], [-1.04, -2.02, -1.35], [-0.77, -0.91, 0.31], [0.77, -0.25, -0.80], [0.21, 1.23, -0.65], [2.80, -1.29, 1.65], [-0.80, -0.60, -0.30], [-0.25, -0.24, 0.44], [-0.42, -0.13, -0.64], [-1.39, 0.36, -0.80], [-0.44, 0.05, 0.79], [0.15, 0.54, -0.42], [0.03, 0.04, -1.80], [-0.04, -1.25, 1.66], [1.00, -0.10, 1.41], [0.04, 0.07, -0.02], [0.14, 0.76, -0.32], [-0.98, 0.75, 0.08], [0.01, -0.30, -0.23], [-0.16, -0.05, -0.68], [-0.47, 0.81, 1.03], [-1.10, 0.26, 0.06], [-0.49, 0.17, -0.42], [0.10, -0.26, -0.12], [1.40, -0.69, -0.31], [0.54, -0.24, -0.18], [-1.98, 0.99, -0.89], [0.37, -0.84, -0.06], [1.46, 0.21, 0.53], [-0.29, 0.08, 0.11], [0.50, -0.13, -0.29], [-0.07, -0.33, 0.59], [-1.04, -1.21, 0.68], [0.48, 0.32, 0.68], [0.32, 0.43, -2.00], [-0.58, -0.39, -0.24], [0.42, 1.26, 0.47], [0.47, -0.29, 0.14], [-1.22, -0.62, 0.78], [1.67, 0.27, -0.12], [-0.11, 0.97, -0.67], [0.46, 0.21, -0.46], [-0.51, -0.39, 0.41], [-0.21, -0.37, 0.02], [1.41, -0.90, 0.79], [-0.88, 0.64, -0.11], [-1.67, 0.54, -0.26], [0.03, -0.70, 0.63], [0.52, 1.02, -0.75], [0.56, -0.28, -0.12], [0.96, 0.01, 1.29], [-1.06, -0.64, -0.20], [-0.62, 0.12, 0.77], [0.62, 0.20, -0.44], [0.99, -1.34, 4.02], [0.38, 1.62, -2.45], [0.03, -0.01, -0.09], [-0.44, -0.57, -1.01], [0.06, 0.95, -1.04], [-0.52, -0.15, -0.40], [-0.40, -0.11, -0.44], [-1.82, -0.61, 0.98], [1.09, -0.78, -2.14], [0.48, 0.98, -1.14], [-1.24, -0.02, 1.62], [0.26, -0.37, -1.55], [0.35, 0.54, 2.70], [0.09, 0.44, 0.51], [-0.28, -0.16, 1.16], [0.22, -0.48, 0.06], [-0.28, 0.21, -0.31], [1.08, 0.26, -1.93]],
  "total_charge": 1,
  "homo_lumo_gap_ev": 7.07,
  "e_lumo_ev": -4.19,
  "homo_ev": -11.26
}